Molecular formula: C31H46CoIN3P2S
Method: DFT, the ωB97M-V functional and the def2-TZVPD basis

Cartesian coordinates (Å):
Co: 0.27771 1.12873 0.28583
C: 2.71458 -2.35316 -3.58491
C: 1.33697 -2.05991 -2.99673
C: 1.03661 -2.97963 -1.80726
P: 1.00179 -0.33309 -2.46804
C: 1.66947 0.81161 -3.73158
C: 3.18969 0.96831 -3.57867
C: 0.98959 2.18111 -3.67371
C: -0.78824 -0.24705 -2.57114
C: -1.34997 -0.26954 -3.85134
C: -2.71243 -0.22168 -4.05473
C: -3.53365 -0.13473 -2.93472
C: -3.00280 -0.11901 -1.66516
C: -1.61041 -0.20582 -1.42715
N: -1.09696 -0.18401 -0.14557
C: -1.93589 -0.62238 0.88682
C: -2.71344 -1.78955 0.78214
C: -3.51148 -2.20159 1.82903
C: -3.56942 -1.47665 3.01922
C: -2.79417 -0.34069 3.14297
C: -1.97729 0.08232 2.09393
P: -0.85610 1.49063 2.17088
C: -1.97705 2.90115 2.56474
C: -1.25535 4.17035 3.01003
C: -2.83142 3.16364 1.32235
C: 0.20280 1.15776 3.64691
C: 1.39969 2.10837 3.73437
C: 0.70980 -0.28679 3.58765
H: 2.76146 -3.41376 -3.84100
H: 3.50665 -2.15627 -2.86138
H: 2.90298 -1.78643 -4.49911
H: 0.58286 -2.22193 -3.77464
H: 1.85480 -2.92480 -1.08598
H: 0.95413 -4.01018 -2.15493
H: 0.10549 -2.71559 -1.29814
H: 1.46663 0.34095 -4.69889
H: 3.41519 1.60703 -2.72373
H: 3.59704 1.43964 -4.47607
H: 3.71791 0.03207 -3.40872
H: 1.09452 2.61577 -2.67527
H: -0.07561 2.13099 -3.89335
H: 1.45730 2.84998 -4.39947
H: -0.69363 -0.32347 -4.71375
H: -3.12563 -0.23748 -5.05364
H: -4.60798 -0.06395 -3.05552
H: -3.67084 -0.03562 -0.81925
H: -2.67557 -2.36848 -0.13193
H: -4.09451 -3.10846 1.72461
H: -4.19516 -1.80981 3.83628
H: -2.80562 0.21868 4.07295
H: -2.62916 2.55664 3.37388
H: -0.51298 4.48461 2.27237
H: -0.75206 4.04086 3.96784
H: -1.97913 4.98064 3.12290
H: -2.20901 3.52831 0.50136
H: -3.58648 3.92232 1.53803
H: -3.34250 2.26101 0.98293
H: -0.42900 1.28599 4.53384
H: 2.10988 1.90309 2.93187
H: 1.91301 1.95154 4.68639
H: 1.12628 3.15973 3.66778
H: 1.30663 -0.45123 2.68462
H: -0.09611 -1.01810 3.60011
H: 1.35959 -0.47821 4.44421
C: 5.69890 3.69888 -2.30484
C: 5.07142 3.16253 -1.06251
C: 5.72595 2.50015 -0.07080
C: 4.98556 2.04843 1.04060
N: 3.66798 2.21236 1.11278
C: 3.03180 2.86173 0.14508
S: 1.34576 3.15820 0.20379
N: 3.73481 3.33826 -0.91913
C: 5.63695 1.37186 2.19047
H: 6.77093 3.52459 -2.29453
H: 5.51652 4.77089 -2.39709
H: 5.27329 3.20419 -3.18017
H: 6.79003 2.33140 -0.13177
H: 3.19613 3.80433 -1.63765
H: 6.71950 1.47929 2.17226
H: 5.39140 0.30861 2.09630
H: 5.22780 1.75556 3.12312
I: 4.76322 -1.57905 -0.39672
C: 1.59077 0.18407 -0.89256
H: 2.59350 0.58678 -1.01424
H: 1.70567 -0.71153 -0.26904

## Properties
- Kohn-Sham gap (alpha / beta): 6.179 / 6.187 eV
- E_tot: -4134.5457 Ha
- Spin multiplicity: 2
- LUMO level (alpha / beta): -0.01476 / -0.01456 hartree



Molecular formula: C31H46IN2O13
Method: DFT, the ωB97M-V functional and the def2-TZVPD basis

Cartesian coordinates (Å):
C: 3.08093 -2.00461 3.94974
C: 2.59285 -0.59482 3.29475
O: 1.62957 0.10291 4.13977
C: 1.48963 1.43123 3.54710
C: -0.03418 1.87449 3.32265
C: -0.93812 0.79633 2.57290
C: -0.72774 0.33457 1.08009
I: 0.88940 1.14833 -0.14145
C: -1.67753 -0.73162 0.44044
C: -2.87652 -1.33468 1.26377
C: -3.81944 -2.42775 0.58350
C: -3.97743 -3.66042 1.60937
N: -2.87481 -4.05556 2.22239
C: -3.13491 -0.87160 2.71521
C: -2.13833 0.16389 3.31567
C: -2.70023 0.33856 4.79674
O: -2.47043 1.17540 5.70199
N: -3.70203 -0.72931 5.03877
C: -3.25546 -1.90038 5.84638
O: -2.16646 -1.84853 6.53178
O: -3.97690 -3.09730 5.93984
C: -4.25962 -1.24793 3.77766
O: -5.36310 -1.82064 3.66595
H: 2.20527 -2.58223 4.42671
H: 3.56060 -2.58983 3.07890
H: 3.91420 -1.75234 4.68740
H: 3.56258 0.00909 3.11714
H: 2.03451 -0.81526 2.30214
H: 2.06613 1.47990 2.54391
H: 1.97270 2.24797 4.21160
H: -0.52129 2.03446 4.36053
H: -0.12643 2.89183 2.78030
H: -1.49289 -1.07532 -0.63239
H: -3.22489 -2.85052 -0.31612
H: -4.81004 -2.01972 0.18813
H: -5.01467 -4.11029 1.79961
H: -3.11511 -4.82428 2.87250
O: 6.18058 -1.36453 1.31313
C: 6.06505 -1.13077 0.13012
O: 5.36057 -0.06139 -0.27900
C: 5.32729 0.41251 -1.63672
C: 4.27015 -0.31770 -2.43792
C: 6.62182 -2.07365 -0.89855
H: 6.31659 0.35949 -2.09476
H: 5.06908 1.47270 -1.58307
H: 4.48369 -1.38740 -2.50465
H: 4.20853 0.08531 -3.45013
H: 3.29185 -0.22008 -1.95897
H: 5.90407 -2.87628 -1.07429
H: 7.54932 -2.49941 -0.50906
H: 6.87829 -1.59436 -1.84111
O: -3.19792 -2.89199 -2.74597
C: -4.32642 -3.09832 -3.13108
O: -4.94868 -4.24656 -2.80492
C: -6.34164 -4.50565 -3.04019
C: -6.56571 -5.03829 -4.43970
C: -5.01539 -2.12944 -4.04938
H: -6.94638 -3.62226 -2.82225
H: -6.63522 -5.26696 -2.31401
H: -6.27067 -4.31008 -5.19902
H: -7.61796 -5.28849 -4.59191
H: -5.96227 -5.93381 -4.60883
H: -4.71771 -2.33747 -5.07822
H: -4.70093 -1.11834 -3.78145
H: -6.10016 -2.14265 -3.96885
O: 6.39959 0.55441 -4.56109
C: 6.28507 0.78751 -5.74398
O: 5.58119 1.85884 -6.15247
C: 5.54616 2.33408 -7.50792
C: 4.48772 1.60757 -8.31050
C: 6.84058 -0.15665 -6.77163
H: 6.53604 2.28038 -7.96723
H: 5.28990 3.39439 -7.45084
H: 4.69973 0.53803 -8.38031
H: 4.42623 2.01392 -9.32239
H: 3.51042 1.70565 -7.83116
H: 6.12174 -0.95843 -6.94705
H: 7.76724 -0.58349 -6.38172
H: 7.09809 0.32130 -7.71422
O: -2.40244 3.72811 2.52198
C: -2.66174 4.48319 3.43214
O: -3.21349 5.68655 3.17049
C: -3.73636 6.56848 4.17472
C: -2.64251 7.44044 4.75406
C: -2.29391 4.14178 4.84790
H: -4.28189 6.01109 4.93961
H: -4.47136 7.20050 3.67047
H: -1.87762 6.84419 5.25683
H: -3.05682 8.14920 5.47476
H: -2.13815 7.99839 3.96072
H: -1.25438 4.42316 5.02601
H: -2.40271 3.06043 4.98631
H: -2.93593 4.60879 5.59196

## Properties
- Kohn-Sham gap: 5.430 eV
- Net charge: -1
- E_tot: -2593.9817 Ha
- LUMO level: 0.05457 hartree



Molecular formula: C31H46N4O18
Method: DFT, the ωB97M-V functional and the def2-TZVPD basis

Cartesian coordinates (Å):
N: 4.25961 -4.15599 0.27274
C: 3.79915 -3.00444 -0.48668
C: 4.71061 -2.07581 -1.25106
C: 4.15015 -0.91986 -1.95774
C: 2.66980 -0.60693 -1.96859
N: 2.27037 0.54434 -2.64288
C: 0.91624 0.66381 -2.56228
C: -0.01834 -0.27818 -1.87096
C: -1.54952 -0.01510 -1.90994
C: -2.35456 0.03931 -0.64281
C: -3.80096 0.25610 -0.90293
C: -4.42353 0.38980 -2.22635
N: -3.62033 0.35849 -3.38247
C: -2.29587 0.15830 -3.16405
N: 0.40194 -1.37933 -1.18733
C: 1.78393 -1.53898 -1.24249
C: 2.36700 -2.72468 -0.52062
H: 3.53567 -4.28932 0.99566
H: 4.20370 -5.01996 -0.28982
H: 5.80299 -2.30372 -1.23540
H: 4.88774 -0.25509 -2.48723
H: 0.45461 1.54697 -3.08819
H: -1.90878 -0.07129 0.37114
H: -4.47990 0.31281 -0.00692
H: -5.53218 0.52703 -2.34880
H: -1.66112 0.11519 -4.09820
H: 1.68605 -3.41843 0.03772
C: 6.08871 -3.23556 2.21638
O: 7.04785 -2.21375 2.50946
C: 6.51554 -1.08358 2.98625
O: 5.34396 -0.87760 3.17670
O: 7.51377 -0.21837 3.21569
C: 7.08862 1.04294 3.73109
H: 6.62885 -4.10189 1.83886
H: 5.55332 -3.52944 3.12192
H: 5.39863 -2.90248 1.45508
H: 6.59215 0.91852 4.69451
H: 6.43124 1.54762 3.02171
H: 7.97600 1.65809 3.87666
C: 11.42715 1.65916 2.67683
O: 12.38231 2.67845 2.96855
C: 11.84781 3.80902 3.44557
O: 10.67550 4.01255 3.63527
O: 12.84354 4.67422 3.67531
C: 12.41647 5.93436 4.19074
H: 11.96938 0.79396 2.29882
H: 10.89106 1.36382 3.57984
H: 10.73017 1.99326 1.90693
H: 11.91973 5.80822 5.15375
H: 11.75845 6.43787 3.48115
H: 13.30369 6.54873 4.33654
C: -5.68325 -1.87180 -4.18246
O: -7.07906 -1.84008 -3.87266
C: -7.64804 -3.04736 -3.77555
O: -7.09337 -4.10597 -3.91886
O: -8.94482 -2.87186 -3.48279
C: -9.68193 -4.08506 -3.33968
H: -5.32662 -0.84566 -4.22694
H: -5.12466 -2.38903 -3.40085
H: -5.51735 -2.34408 -5.15204
H: -9.28200 -4.68449 -2.52055
H: -9.67496 -4.65241 -4.27132
H: -10.71160 -3.81949 -3.10374
C: 3.80663 -4.15491 -4.50961
O: 4.02064 -5.42494 -5.12477
C: 4.40993 -6.38292 -4.27638
O: 4.58230 -6.25144 -3.08956
O: 4.57472 -7.51341 -4.97375
C: 4.99284 -8.62979 -4.18954
H: 3.49501 -3.45700 -5.28525
H: 3.01384 -4.21771 -3.76241
H: 4.72949 -3.78436 -4.06134
H: 4.24623 -8.86878 -3.43088
H: 5.96206 -8.43519 -3.72817
H: 5.09264 -9.48348 -4.85812
C: -9.56085 -0.27586 -0.79749
O: -9.65204 0.94697 -0.06875
C: -8.47292 1.40233 0.36531
O: -7.40370 0.87621 0.18029
O: -8.68521 2.54122 1.03461
C: -7.50082 3.14401 1.55721
H: -10.56716 -0.55412 -1.10682
H: -8.94796 -0.14684 -1.69060
H: -9.16049 -1.07149 -0.16738
H: -6.81628 3.41060 0.75055
H: -7.01366 2.47966 2.27224
H: -7.79330 4.05556 2.07663
C: -6.05473 8.72419 4.10432
O: -7.44013 8.76783 4.44383
C: -8.01505 7.56472 4.56115
O: -7.46938 6.50158 4.40725
O: -9.30198 7.74931 4.87944
C: -10.04527 6.54127 5.03769
H: -5.69922 9.75123 4.03716
H: -5.48441 8.20944 4.87870
H: -5.91045 8.24310 3.13593
H: -9.63392 5.93951 5.84929
H: -10.06022 5.97317 4.10644
H: -11.06792 6.81447 5.29310

## Properties
- Kohn-Sham gap: 8.078 eV
- E_tot: -2782.1347 Ha
- LUMO level: -0.02684 hartree
- Structure (SMILES): Nc1ccc2ncc(-c3cccnc3)nc2c1.COC(=O)OC.COC(=O)OC.COC(=O)OC.COC(=O)OC.COC(=O)OC.COC(=O)OC



Molecular formula: C31H46N9O4P2Rb
Method: DFT, the ωB97M-V functional and the def2-TZVPD basis

Cartesian coordinates (Å):
Rb: -0.10764 -1.30375 0.13371
N: 1.34068 2.08635 -0.28873
C: 1.00009 3.47982 -0.55914
C: -0.44574 3.60253 -1.03223
N: -0.86328 2.65195 -2.04724
C: -0.37246 2.90361 -3.39405
C: 1.02679 2.33512 -3.70441
N: 1.25368 0.95252 -3.28106
C: -2.28395 2.34287 -1.99526
C: -2.64489 0.92123 -2.40870
N: -1.94975 -0.04004 -1.57296
H: 0.70290 1.69674 0.39717
H: 2.26983 2.00737 0.10524
H: 1.68694 3.85978 -1.31428
H: 1.10537 4.13830 0.31327
H: -0.61909 4.64806 -1.34422
H: -1.07971 3.43280 -0.15590
H: -0.37461 3.98589 -3.61912
H: -1.07699 2.44675 -4.09316
H: 1.79592 2.95826 -3.25050
H: 1.18909 2.41268 -4.78235
H: 0.60452 0.33557 -3.76046
H: 1.00551 0.89282 -2.29085
H: -2.89080 3.04672 -2.59019
H: -2.60944 2.46565 -0.95729
H: -2.36175 0.73497 -3.44848
H: -3.74041 0.84588 -2.36754
H: -2.20172 -1.00988 -1.75794
H: -2.14348 0.13095 -0.59054
C: -2.75326 2.33433 2.22236
P: -1.23771 1.29237 2.21077
C: -1.56956 0.32336 3.74412
C: 0.05814 2.48050 2.77549
C: -0.25708 3.81877 3.01516
C: 0.72120 4.73161 3.38448
C: 2.03303 4.31138 3.53039
C: 2.35697 2.98191 3.29792
C: 1.39448 2.05041 2.91513
P: 1.77286 0.29036 2.47644
C: 1.95221 -0.45786 4.14298
C: 3.54998 0.35583 2.03734
H: -2.69661 3.11039 1.45694
H: -2.96221 2.80070 3.18768
H: -3.59284 1.68392 1.96680
H: -1.40639 0.91998 4.64134
H: -0.94360 -0.56687 3.78670
H: -2.61300 0.00242 3.72811
H: -1.27565 4.17139 2.91035
H: 0.45382 5.76727 3.55665
H: 2.80433 5.01392 3.82242
H: 3.38731 2.66879 3.41219
H: 2.71974 0.05774 4.72345
H: 2.23830 -1.50051 3.99548
H: 1.01633 -0.42361 4.69842
H: 4.15654 0.80258 2.82635
H: 3.71613 0.90250 1.10687
H: 3.87747 -0.67384 1.89603
N: -3.38442 -4.28539 -1.30194
C: -3.73497 -3.60073 -0.14754
C: -4.86833 -4.05596 0.55199
C: -5.23396 -3.41638 1.71044
C: -4.47778 -2.33574 2.16306
C: -3.39439 -1.96487 1.39926
N: -3.02057 -2.56349 0.26409
C: -2.23542 -4.19810 -2.09320
C: -1.89938 -5.30792 -2.87750
C: -0.77920 -5.23296 -3.67540
C: -0.01273 -4.07344 -3.67108
C: -0.43291 -3.03896 -2.86335
N: -1.53018 -3.07981 -2.10210
H: -3.90658 -5.12908 -1.44384
H: -5.43477 -4.90224 0.18144
H: -6.10022 -3.75721 2.26399
H: -4.72256 -1.80872 3.07477
H: -2.76916 -1.12970 1.70178
H: -2.49894 -6.20985 -2.84027
H: -0.49362 -6.08211 -4.28311
H: 0.89380 -3.98411 -4.25322
H: 0.13599 -2.11609 -2.80625
O: 6.64564 -2.70053 -0.67881
C: 5.48439 -2.50035 0.00610
O: 5.42707 -2.77035 1.16971
C: 4.41356 -1.82291 -0.74366
C: 4.53893 -0.93576 -1.80237
N: 3.30656 -0.50555 -2.09327
N: 2.37883 -1.06514 -1.30079
C: 3.02514 -1.86968 -0.47074
C: 2.15766 -2.74985 0.44072
O: 1.64090 -3.70489 -0.16089
O: 1.92072 -2.34000 1.59893
H: 6.48360 -2.56906 -1.61846
H: 5.40643 -0.55678 -2.32309
H: 2.95435 0.15245 -2.78655

## Properties
- Kohn-Sham gap: 7.918 eV
- E_tot: -2709.5062 Ha
- LUMO level: 0.00666 hartree



Molecular formula: C31H47BrN2P2Pt
Method: DFT, the ωB97M-V functional and the def2-TZVPD basis

Cartesian coordinates (Å):
N: -6.34504 3.37790 -4.98096
C: -6.11976 4.01357 -3.83218
C: -5.04003 3.69441 -2.99346
C: -4.16475 2.65083 -3.38043
C: -4.41769 1.98839 -4.58668
C: -5.52133 2.41329 -5.36859
C: -2.96989 2.30345 -2.54877
Pt: -2.39086 0.37875 -2.67037
P: 3.69614 -0.37026 -0.93278
C: -1.68563 2.14485 -3.26293
C: -0.36510 2.32852 -2.59428
C: 0.77831 1.90488 -3.28095
C: 2.00314 1.88892 -2.62875
C: 2.07757 2.14701 -1.25558
C: 0.96961 2.72482 -0.61541
C: -0.25085 2.82744 -1.29183
Br: 1.77037 -0.16745 0.07026
H: -2.95682 2.78291 -1.56527
H: -1.69866 2.35163 -4.33865
H: -4.87667 4.23583 -2.06339
H: -3.81930 1.13312 -4.90378
H: -6.81661 4.80798 -3.55012
H: -5.71946 1.92667 -6.32599
H: 0.66052 1.52738 -4.30330
H: -1.14021 3.25453 -0.82245
H: 2.90522 1.68678 -3.21288
H: 1.04029 3.11099 0.40597
P: -2.15487 -1.76066 -2.23961
C: 4.26911 1.27063 -0.47832
C: 5.59722 1.70077 -1.05233
H: 4.28619 1.36205 0.61465
H: 3.22042 2.07192 -0.77076
H: 5.78140 2.76444 -0.82828
H: 6.43221 1.14844 -0.59000
H: 5.66620 1.57364 -2.14431
C: 3.74964 -0.88152 -2.64999
C: 4.80255 -1.93602 -3.03082
H: 3.92379 0.02202 -3.24866
H: 2.74582 -1.25131 -2.90673
H: 4.91158 -1.95048 -4.12104
H: 5.79389 -1.72184 -2.60946
H: 4.50568 -2.94280 -2.71831
C: 4.45534 -1.65480 0.08934
C: 5.17206 -1.20336 1.35948
H: 5.13340 -2.19321 -0.58632
H: 3.64877 -2.35179 0.35930
H: 5.41487 -2.09515 1.94935
H: 6.11604 -0.68962 1.14505
H: 4.54787 -0.55505 1.98651
C: -1.85200 -2.15761 -0.48194
C: -1.76053 -3.64596 -0.14284
H: -2.66654 -1.68001 0.08677
H: -0.92551 -1.63207 -0.20645
H: -2.73105 -4.15167 -0.21918
H: -1.04861 -4.17750 -0.78726
H: -1.41738 -3.76393 0.89021
C: -0.70503 -2.30708 -3.21466
C: -1.05512 -2.85162 -4.59789
H: -0.16750 -3.04637 -2.60604
H: -0.05177 -1.42585 -3.31473
H: -1.68540 -3.74622 -4.54667
H: -1.57214 -2.10559 -5.21086
H: -0.13834 -3.12466 -5.13347
C: -3.66864 -2.65914 -2.68388
C: -4.95996 -1.96187 -2.26724
H: -3.57487 -3.65310 -2.22560
H: -3.64324 -2.79049 -3.77344
H: -5.77254 -2.28665 -2.92934
H: -5.25757 -2.21340 -1.24388
H: -4.87864 -0.86972 -2.34651
N: -1.12544 0.94393 1.44418
C: -0.82810 0.49914 2.69303
C: 0.47195 0.66414 3.24018
C: 0.78510 0.09655 4.47271
C: -0.18782 -0.60373 5.20322
C: -1.49852 -0.69777 4.70681
C: -1.81700 -0.16606 3.46114
H: -0.41457 1.31565 0.82784
H: -2.06230 0.87455 1.06385
H: 1.22320 1.22418 2.67583
H: 1.79605 0.20148 4.86918
H: 0.07066 -1.07030 6.15206
H: -2.27148 -1.19377 5.29387
H: -2.82314 -0.26878 3.04572

## Properties
- Kohn-Sham gap (alpha / beta): 5.870 / 3.880 eV
- Net charge: +2
- E_tot: -4694.3031 Ha
- Spin multiplicity: 3
- LUMO level (alpha / beta): -0.22619 / -0.29919 hartree